A structure of composition C19H20FeNO3 at a distorted geometry, computed with ωB97M-V/def2-TZVPD.

```
! wB97M-V def2-TZVPD RIJCOSX def2/J DEFGRID3
* xyz 1 5
Fe 4.5691 0.6088 -2.8920
O 6.3465 1.8297 -0.9574
O 4.6689 -1.9442 -1.4803
O 6.9170 0.7676 -4.6123
N -1.0373 -0.9768 -0.0063
C 1.2513 -0.1767 -1.2666
C -4.5150 0.9756 2.0047
C -3.9748 2.0661 2.7018
C 0.2999 1.9125 -0.3755
C 1.9737 2.0935 -2.1641
C -3.7002 -0.0959 1.6260
C -2.3359 -0.0610 1.9282
C -1.7978 1.0038 2.6569
C 1.1321 2.7046 -1.1970
C 5.9785 0.6051 -3.9492
C -1.2465 -3.3468 0.5526
C 2.0155 0.7013 -2.2086
C 0.3484 0.4770 -0.2068
C 4.7197 -1.0043 -2.1739
C -1.1976 -2.3749 -0.6182
C -2.6133 2.0793 3.0360
C 5.5731 1.3632 -1.6873
C -1.4137 -1.1456 1.4671
C -1.9145 -2.5825 1.6835
H 2.5344 2.6893 -2.8670
H -2.1806 2.9087 3.5957
H -0.3193 2.4748 0.3642
H 1.9075 -0.9410 -0.7871
H -4.1293 -0.9658 1.1111
H -0.2225 -3.6054 0.8481
H -4.6255 2.8858 2.9973
H -1.7169 -0.3815 -0.4741
H -0.4079 -2.5885 -1.3367
H -1.7550 -4.2791 0.2956
H -3.0072 -2.6679 1.6501
H -0.4863 -1.0965 2.0506
H -2.1465 -2.3990 -1.1699
H 0.5183 0.1638 0.8409
H 2.2921 0.1963 -3.1658
H 0.5287 -0.6456 -1.9873
H 1.0877 3.7891 -1.1956
H -0.7406 0.9794 2.9338
H -5.5806 0.9495 1.7645
H -1.5980 -2.9458 2.6701
*
```

Gap between HOMO and LUMO (spin up / spin down), eV: 6.794 / 4.537
LUMO (spin up / spin down), eV: -3.60 / -6.91
Highest occupied orbital energy (spin up / spin down), eV: -10.40 / -11.45